DFT (ωB97M-V/def2-TZVPD) results for a structure of composition C35H33BrMgN3O2P2S2.

Each line ends with the Mulliken charge.
Cartesian coordinates (Å):
1 Mg 2.519 -1.227 0.290  1.079
2 S 1.253 -1.025 2.567  -0.811
3 P -0.156 0.034 1.476  2.299
4 C 0.659 0.488 -0.233  0.795
5 P -0.055 1.412 -1.695  -0.286
6 S 2.373 1.140 -0.069  -0.644
7 C -1.891 1.533 -1.486  0.269
8 C -2.537 2.464 -0.674  -0.198
9 C -3.921 2.509 -0.599  -0.371
10 C -4.691 1.637 -1.356  -0.633
11 C -4.066 0.741 -2.210  -0.621
12 C -2.679 0.703 -2.282  -0.736
13 C 0.289 3.205 -1.467  0.137
14 C 0.507 3.895 -0.274  0.594
15 C 0.658 5.273 -0.271  -0.816
16 C 0.591 5.994 -1.457  -0.561
17 C 0.378 5.321 -2.650  -0.609
18 C 0.234 3.940 -2.650  -0.753
19 C -0.025 1.727 2.307  -0.214
20 C 1.167 2.188 2.868  -0.595
21 C 1.271 3.478 3.371  -0.763
22 C 0.182 4.338 3.335  -0.547
23 C -1.019 3.891 2.807  -0.624
24 C -1.115 2.598 2.306  -0.498
25 C -1.862 -0.269 2.133  -0.268
26 C -2.969 -0.470 1.316  0.242
27 C -4.228 -0.668 1.870  -0.923
28 C -4.391 -0.696 3.246  -0.505
29 C -3.285 -0.522 4.070  -0.811
30 C -2.035 -0.301 3.515  -0.153
31 H -1.951 3.169 -0.100  0.497
32 H -4.399 3.228 0.056  0.412
33 H -5.773 1.668 -1.292  0.367
34 H -4.655 0.074 -2.829  0.435
35 H -2.197 0.022 -2.969  0.589
36 H 0.575 3.354 0.657  0.300
37 H 0.824 5.781 0.672  0.454
38 H 0.707 7.071 -1.449  0.361
39 H 0.332 5.867 -3.585  0.368
40 H 0.081 3.420 -3.590  0.398
41 H 2.013 1.518 2.906  0.380
42 H 2.212 3.812 3.793  0.392
43 H 0.268 5.345 3.727  0.386
44 H -1.885 4.543 2.783  0.396
45 H -2.067 2.270 1.909  0.661
46 H -2.850 -0.469 0.242  0.340
47 H -5.081 -0.802 1.215  0.423
48 H -5.372 -0.857 3.678  0.376
49 H -3.397 -0.552 5.147  0.398
50 H -1.174 -0.155 4.158  0.370
51 C 1.652 -2.689 -3.717  -1.503
52 C 1.663 -1.977 -2.390  0.807
53 N 2.817 -1.689 -1.741  0.265
54 O 3.999 -2.050 -2.478  -0.558
55 C 0.470 -1.648 -1.809  -0.583
56 C -0.859 -2.148 -2.283  -1.580
57 N 0.592 -1.047 -0.489  -0.127
58 O -0.541 -1.301 0.320  -0.849
59 H 2.637 -2.679 -4.174  0.408
60 H 0.936 -2.224 -4.394  0.361
61 H 1.343 -3.732 -3.588  0.222
62 H 4.423 -1.194 -2.601  0.330
63 H -1.052 -1.887 -3.331  0.351
64 H -1.657 -1.719 -1.681  0.193
65 H -0.965 -3.240 -2.209  0.256
66 C 1.832 -6.523 0.213  -1.491
67 C 2.862 -5.434 0.278  0.547
68 C 4.194 -5.647 -0.066  -0.388
69 C 5.111 -4.611 -0.029  -0.702
70 C 4.640 -3.367 0.344  0.400
71 Br 5.790 -1.864 0.428  -0.117
72 N 3.383 -3.136 0.666  -0.145
73 C 2.510 -4.147 0.649  -0.114
74 H 2.248 -7.480 0.530  0.421
75 H 1.459 -6.639 -0.806  0.272
76 H 0.980 -6.291 0.851  0.377
77 H 4.521 -6.637 -0.364  0.408
78 H 6.149 -4.751 -0.291  0.413
79 H 1.494 -3.885 0.930  0.349

Force components x, y, z for each atom (eV/Å):
0.1200 0.2640 0.0969
-0.1031 0.0171 -0.2445
0.0950 -0.3967 -0.0123
0.1655 -0.0130 0.0902
0.0383 0.0516 0.0125
-0.4246 0.0404 -0.1391
-0.0406 -0.0679 -0.0755
-0.0128 0.0289 0.0297
-0.0187 -0.0150 0.0035
-0.0067 0.0037 0.0137
-0.0084 0.0013 -0.0014
-0.0473 -0.0147 0.0368
0.0430 0.0178 0.0525
0.1177 -0.0494 -0.0191
-0.0094 0.0169 -0.0296
-0.0097 -0.0042 0.0362
-0.0092 0.0182 -0.0177
0.0179 0.0060 -0.0609
-0.0379 0.0665 0.0595
-0.0215 -0.0425 -0.0493
0.0267 0.0238 0.0108
-0.0155 0.0146 0.0142
-0.0305 -0.0533 0.0386
-0.0184 -0.0453 0.1472
0.0231 0.0465 0.0429
-0.0119 0.0366 0.0099
-0.0174 -0.0004 -0.0071
0.0120 -0.0122 -0.0102
-0.0225 -0.0039 0.0126
0.0276 0.0528 0.0290
-0.0297 -0.0200 -0.0312
-0.0030 0.0016 -0.0056
0.0031 0.0000 -0.0037
-0.0022 0.0022 0.0027
0.0050 -0.0001 0.0051
0.0777 0.0383 -0.1025
0.0048 0.0014 -0.0096
0.0078 -0.0034 -0.0038
0.0009 0.0001 0.0031
0.0004 -0.0122 0.0215
0.0159 0.0076 -0.0092
-0.0039 0.0000 -0.0109
-0.0028 -0.0003 -0.0038
0.0042 0.0058 -0.0018
-0.0311 -0.0711 0.0229
0.0121 0.0198 -0.0462
-0.0039 -0.0036 0.0079
0.0030 0.0025 -0.0004
-0.0007 -0.0028 -0.0043
0.0047 0.0030 -0.0125
0.0006 0.0225 -0.0370
-0.0794 -0.0395 -0.0155
0.0094 -0.1426 0.0252
-0.0155 -0.1053 0.1124
0.1356 0.0304 0.2384
-0.0682 0.0718 -0.1252
-0.1271 0.5068 -0.3557
0.0030 -0.0491 0.1041
-0.0032 0.0040 0.0064
0.0034 0.0010 0.0083
0.0153 0.0043 0.0148
0.0529 0.0347 -0.0398
0.0000 0.0051 0.0168
-0.0063 -0.0177 0.0275
0.0401 0.0024 0.0227
-0.0104 -0.0299 0.0150
-0.0011 0.0736 0.0187
0.0430 -0.0356 -0.0121
-0.0243 0.0074 0.0098
-0.0118 -0.0357 0.0118
-0.0017 -0.0882 -0.0010
0.1741 -0.1309 0.0995
-0.0173 -0.0439 -0.0163
0.0007 0.0029 -0.0051
0.0072 -0.0016 -0.0027
0.0016 0.0059 -0.0034
-0.0079 0.0021 -0.0017
-0.0004 -0.0089 -0.0004
0.0043 -0.0024 -0.0036

Calculated values
- Charge: -1
- Total energy: -5921.52086 Ha
- Energy relative to the best compared isomer or geometry (same formula, charge and spin): 128.9 kJ/mol
- Frontier orbital gap: 5.30 eV



DFT (ωB97M-V/def2-TZVPD) results for a structure of composition C20H31BN13Pt in a non-equilibrium geometry.

Each line ends with the natural charge from an NBO analysis.
Cartesian coordinates (Å):
1 Pt -0.112 1.796 -0.002  1.481
2 C 2.622 4.205 0.044  -0.659
3 C 2.991 2.769 0.026  0.207
4 C 4.267 2.198 0.002  -0.316
5 C 4.055 0.837 0.003  0.047
6 N 2.731 0.605 0.035  -0.344
7 N 2.088 1.792 0.045  -0.357
8 B 1.987 -0.739 0.045  0.918
9 N 1.044 -0.749 1.283  -0.341
10 C 0.747 -1.743 2.137  0.037
11 C -0.182 -1.273 3.047  -0.325
12 C -0.416 0.058 2.681  0.194
13 C -1.315 1.073 3.288  -0.652
14 N 0.348 0.340 1.631  -0.321
15 N 1.093 -0.793 -1.215  -0.344
16 C 0.778 -1.784 -2.067  0.054
17 C -0.127 -1.294 -2.989  -0.337
18 C -0.329 0.045 -2.639  0.197
19 C -1.197 1.072 -3.269  -0.652
20 N 0.431 0.316 -1.582  -0.323
21 N 2.935 -1.911 0.154  -0.390
22 C 3.783 -2.198 1.190  -0.065
23 C 4.374 -3.403 0.931  -0.308
24 C 3.837 -3.809 -0.322  0.162
25 C 4.117 -5.030 -1.095  -0.648
26 N 2.974 -2.886 -0.740  -0.313
27 H 3.519 4.817 0.047  0.262
28 H 2.038 4.432 0.935  0.228
29 H 2.029 4.455 -0.836  0.228
30 H 5.213 2.698 -0.014  0.258
31 H 4.773 0.042 -0.023  0.256
32 H 1.211 -2.707 2.070  0.258
33 H -0.621 -1.798 3.871  0.256
34 H -1.567 0.787 4.306  0.258
35 H -2.234 1.174 2.709  0.215
36 H -0.822 2.045 3.302  0.235
37 H 1.254 -2.742 -1.992  0.290
38 H -0.570 -1.810 -3.816  0.254
39 H -1.298 0.875 -4.332  0.261
40 H -0.768 2.064 -3.134  0.229
41 H -2.191 1.069 -2.822  0.217
42 H 3.906 -1.536 2.021  0.223
43 H 5.086 -3.936 1.526  0.244
44 H 4.882 -5.631 -0.612  0.236
45 H 4.429 -4.780 -2.112  0.239
46 H 3.201 -5.618 -1.192  0.231
47 C -5.386 -0.556 0.494  -0.411
48 N -4.099 -0.492 -0.171  -0.400
49 C -3.525 -1.788 -0.488  -0.431
50 C -3.244 0.553 -0.065  0.644
51 N -1.967 0.402 -0.028  -0.777
52 N -3.784 1.824 -0.066  -0.594
53 C -3.143 3.041 -0.037  0.665
54 N -3.980 4.092 -0.110  -0.764
55 N -1.856 3.188 0.058  -0.831
56 H -5.978 -1.337 0.027  0.241
57 H -5.949 0.370 0.429  0.202
58 H -5.260 -0.821 1.548  0.216
59 H -4.311 -2.415 -0.898  0.243
60 H -3.113 -2.291 0.391  0.209
61 H -2.756 -1.679 -1.254  0.224
62 H -1.666 -0.562 0.026  0.404
63 H -4.781 1.867 -0.228  0.427
64 H -4.979 4.006 -0.197  0.425
65 H -3.633 5.033 -0.036  0.428
66 H -1.587 4.170 0.083  0.402

Force components x, y, z for each atom (eV/Å):
-0.4205 -0.3542 0.2011
-0.1795 -0.0265 -0.0069
0.4227 0.0592 -0.0123
-0.3804 -0.1443 0.0001
-0.1097 0.2088 -0.0294
0.3490 -0.1011 -0.0015
-0.7499 0.0383 0.0302
0.3542 -0.5733 0.0385
0.1364 -0.4553 0.0866
-0.1490 0.2280 -0.0331
-0.0681 0.4063 -0.1306
-0.1609 -0.3872 0.3387
0.0313 0.0476 -0.0750
-0.3410 0.8410 -0.4006
0.1726 -0.6315 0.0144
-0.2500 0.1028 -0.1708
-0.0963 0.5073 0.1571
-0.1848 -0.4648 -0.3962
0.0219 0.0651 0.0957
-0.2983 0.9263 0.3453
0.1767 0.7943 1.0726
-0.0645 -0.0183 -0.0223
-0.2540 0.0003 -0.5416
-0.3104 1.2559 0.7642
-0.2313 -0.3610 -0.4941
0.2387 -1.4527 -1.2618
-0.0704 0.0634 -0.0042
0.0004 0.1255 0.0827
-0.0014 0.1247 -0.0881
0.1412 0.1736 -0.0056
0.0091 -0.2727 0.0043
0.2055 -0.1365 -0.1022
0.0003 -0.1086 0.1648
-0.0516 0.0713 0.0165
-0.0761 -0.0261 0.0464
-0.0220 0.0440 0.1042
0.1007 -0.0303 0.0925
0.0127 -0.1371 -0.2031
-0.0357 0.0477 -0.0641
0.0068 0.0746 -0.0733
-0.1139 -0.0224 -0.0144
-0.0072 0.2463 0.2754
0.1728 -0.0208 0.1715
-0.0169 -0.0274 -0.0739
0.1196 -0.0496 0.1210
0.1420 -0.1192 0.0574
-0.3115 0.0105 0.3560
0.2447 0.3474 -0.3096
0.1135 -0.2610 -0.1149
0.2384 -0.3202 -0.0493
0.8283 0.3295 -0.0430
-0.4283 0.2506 0.0006
-0.7329 -0.0666 0.0186
0.1939 0.0133 0.0384
1.3785 -0.5699 -0.0018
-0.0443 0.0813 -0.0888
-0.0365 0.0777 -0.0119
-0.0527 0.0644 0.0161
-0.0300 -0.0259 -0.0008
0.0556 0.0053 0.0424
-0.0139 -0.0584 0.0203
0.0861 0.0308 0.0524
0.1760 -0.0401 0.0191
0.0356 -0.1329 0.0512
0.0749 -0.0044 -0.0489
0.0540 -0.2630 -0.0223

Calculated values
- Charge: +2
- Total energy: -1636.23359 Ha
- Energy relative to the best compared isomer or geometry (same formula, charge and spin): 10.9 kJ/mol
- Multiplicity: 4
- Frontier orbital gap (alpha / beta): 8.18 / 4.42 eV



DFT (ωB97M-V/def2-TZVPD) results for an isolated molecule of C4H6ClNO in a non-equilibrium geometry.

Each line ends with the natural charge from an NBO analysis.
Cartesian coordinates (Å):
1 C 0.585 1.097 -0.273  -0.479
2 N -0.483 0.184 -0.063  -0.468
3 C -1.622 0.526 -0.598  0.540
4 O -1.897 1.594 -1.199  -0.606
5 C -0.300 -1.106 0.443  -0.029
6 C 0.956 -1.478 0.768  -0.259
7 Cl 2.402 -0.449 0.988  -0.019
8 H 0.653 1.693 0.802  0.233
9 H 1.585 0.481 -0.684  0.238
10 H 0.518 1.842 -1.310  0.267
11 H -2.446 -0.258 -0.348  0.102
12 H -1.156 -1.729 0.155  0.242
13 H 1.204 -2.398 1.319  0.237

Force components x, y, z for each atom (eV/Å):
3.6338 2.5567 -2.0661
0.9033 -0.1618 -0.5815
-5.0541 1.9443 -1.4822
0.7925 -2.8228 1.4509
1.9551 0.7514 -1.4096
-0.0142 -0.8316 1.8720
0.1659 -1.5450 1.0875
0.6838 -1.0964 -3.2812
-3.1196 2.1183 1.5083
-0.9006 -1.9251 3.4970
0.9204 1.0778 -0.6695
0.5893 -0.2724 1.0155
-0.5556 0.2068 -0.9412

Calculated values
- Charge: 0
- Total energy: -746.08655 Ha
- SMILES: CN(C=O)/C=C\Cl
- Energy relative to the best compared isomer or geometry (same formula, charge and spin): 369.4 kJ/mol
- Frontier orbital gap: 9.63 eV



What did the third record say?
DFT (ωB97M-V/def2-TZVPD) results for an isolated molecule of C4H6ClNO in a non-equilibrium geometry.

Each line ends with the natural charge from an NBO analysis.
Cartesian coordinates (Å):
1 C 0.585 1.097 -0.273  -0.479
2 N -0.483 0.184 -0.063  -0.468
3 C -1.622 0.526 -0.598  0.540
4 O -1.897 1.594 -1.199  -0.606
5 C -0.300 -1.106 0.443  -0.029
6 C 0.956 -1.478 0.768  -0.259
7 Cl 2.402 -0.449 0.988  -0.019
8 H 0.653 1.693 0.802  0.233
9 H 1.585 0.481 -0.684  0.238
10 H 0.518 1.842 -1.310  0.267
11 H -2.446 -0.258 -0.348  0.102
12 H -1.156 -1.729 0.155  0.242
13 H 1.204 -2.398 1.319  0.237

Force components x, y, z for each atom (eV/Å):
3.6338 2.5567 -2.0661
0.9033 -0.1618 -0.5815
-5.0541 1.9443 -1.4822
0.7925 -2.8228 1.4509
1.9551 0.7514 -1.4096
-0.0142 -0.8316 1.8720
0.1659 -1.5450 1.0875
0.6838 -1.0964 -3.2812
-3.1196 2.1183 1.5083
-0.9006 -1.9251 3.4970
0.9204 1.0778 -0.6695
0.5893 -0.2724 1.0155
-0.5556 0.2068 -0.9412

Calculated values
- Charge: 0
- Total energy: -746.08655 Ha
- SMILES: CN(C=O)/C=C\Cl
- Energy relative to the best compared isomer or geometry (same formula, charge and spin): 369.4 kJ/mol
- Frontier orbital gap: 9.63 eV



- What is the energy relative to the best compared isomer or geometry (same formula, charge and spin) in the second record?
  10.9 kJ/mol



- Which value of total energy does entry 2 give?
  -1636.23359 Ha